DFT (wB97M-V/def2-TZVPD) results for a single C24H24ClN5O2 molecule.

The geometry in ORCA input format:
```
! RIJCOSX wB97M-V def2-TZVPD def2/J DEFGRID3
* xyz 0 1
C -0.479 0.485 2.242
O -1.522 0.947 1.414
C -2.203 0.039 0.649
C -2.006 -1.331 0.759
C -2.660 -2.240 -0.060
C -2.336 -3.720 -0.004
N -1.024 -4.026 0.520
C 0.088 -3.307 0.123
C 0.154 -2.665 -1.115
C 1.265 -1.919 -1.453
C 2.344 -1.797 -0.586
C 3.476 -0.856 -0.894
N 3.114 0.518 -0.556
C 3.046 0.848 0.759
N 3.661 0.249 1.763
C 3.331 1.007 2.829
N 2.556 2.025 2.561
N 2.367 1.926 1.222
C 2.298 -2.471 0.629
C 1.191 -3.217 0.977
C -3.585 -1.769 -0.976
C -3.816 -0.410 -1.068
Cl -4.963 0.180 -2.214
C -3.127 0.527 -0.293
O -3.459 1.825 -0.535
C -2.632 2.890 -0.126
C -1.257 2.910 -0.747
C -0.326 3.830 -0.277
C 0.928 3.920 -0.857
C 1.273 3.077 -1.904
C 0.355 2.149 -2.364
C -0.907 2.073 -1.796
H -0.861 -0.126 3.065
H -0.009 1.378 2.651
H 0.262 -0.087 1.675
H -1.309 -1.696 1.494
H -2.422 -4.131 -1.016
H -3.073 -4.237 0.617
H -1.007 -4.279 1.497
H -0.671 -2.731 -1.805
H 1.289 -1.413 -2.409
H 3.732 -0.873 -1.956
H 4.356 -1.104 -0.298
H 2.364 0.904 -1.117
H 3.676 0.788 3.819
H 1.805 2.598 0.720
H 3.126 -2.381 1.315
H 1.162 -3.723 1.932
H -4.120 -2.444 -1.624
H -3.181 3.780 -0.457
H -2.546 2.928 0.965
H -0.591 4.485 0.540
H 1.633 4.659 -0.503
H 2.250 3.153 -2.359
H 0.611 1.493 -3.184
H -1.622 1.364 -2.186
*
```

Summary:
E_tot, hartree: -1813.4103
Orbital gap, eV: 8.6
Energy above the lowest of the compared OMol25 structures with the same formula, charge and spin, eV: 1.055
Strongest force on any atom, eV/A: 0.81
E_LUMO, eV: 0.676

Mulliken population analysis, charges in e, atoms 1 to 5: C -0.822; O -0.446; C 0.909; C -0.122; C 0.352